Entry 1:
{"formula": "C29H46HfP2Se", "method": "the ωB97M-V functional and the def2-TZVPD basis", "orbital_gap_ev": 4.87, "lumo_energy_ev": -8.183, "homo_energy_ev": -13.05, "fmax_ev_per_a": 8.28, "e_tot_ha": -4263.909017, "mol_weight_da": 714.09, "total_charge": 2, "de_lowest_kcal_mol": 93.49, "elements": ["Hf", "C", "C", "C", "C", "C", "C", "H", "H", "H", "C", "H", "H", "H", "C", "H", "H", "H", "C", "H", "H", "H", "C", "H", "H", "H", "C", "C", "C", "C", "C", "C", "C", "C", "H", "H", "H", "H", "H", "H", "H", "H", "H", "H", "H", "H", "P", "C", "C", "P", "C", "C", "C", "H", "H", "H", "H", "H", "H", "H", "H", "H", "H", "H", "H", "H", "H", "Se", "C", "C", "C", "C", "C", "C", "H", "H", "H", "H", "H"], "positions_angstrom": [[0.009253, 0.522867, -1.224294], [-1.013090, -1.346387, 0.420843], [0.283284, -1.586994, -0.208694], [0.604451, -0.357944, 1.761399], [-0.774110, -0.624202, 1.631536], [1.273655, -0.879024, 0.626051], [-2.228824, -2.191963, 0.227966], [-2.242900, -2.672239, -0.759034], [-3.133219, -1.577273, 0.341972], [-2.251540, -2.983123, 1.004227], [-1.830484, -0.259578, 2.604733], [-2.750409, -0.837180, 2.450673], [-2.106041, 0.800780, 2.512268], [-1.513602, -0.411938, 3.645366], [1.258117, 0.322035, 2.903167], [0.700842, 0.193529, 3.839641], [1.346860, 1.396641, 2.703054], [2.270848, -0.058990, 3.056503], [2.745223, -1.091426, 0.583781], [3.026415, -1.850195, 1.337731], [3.285709, -0.161135, 0.819812], [3.078740, -1.446864, -0.398147], [0.650276, -2.835822, -0.935105], [0.983543, -3.574313, -0.195923], [1.463903, -2.720372, -1.654688], [-0.184044, -3.289723, -1.460369], [-1.365334, 1.728133, -5.089271], [-1.736942, 0.411117, -5.213127], [-1.175780, -0.488036, -6.277465], [0.323827, -0.308077, -6.562117], [1.097997, 0.077238, -5.337864], [1.455903, 1.348937, -5.004713], [0.896438, 2.556457, -5.740065], [-0.606832, 2.451077, -6.127463], [-1.773507, -0.278681, -7.169161], [0.483980, 0.419206, -7.360888], [-1.340575, -1.550681, -6.067210], [-0.717052, 1.986824, -7.114645], [-1.804501, 2.401360, -4.358238], [-2.736370, 0.107722, -4.892083], [-1.011546, 3.470864, -6.236139], [1.025710, 3.484363, -5.155325], [2.479319, 1.537382, -4.668251], [1.523960, 2.694002, -6.641426], [0.734275, -1.255319, -6.934692], [1.491473, -0.779704, -4.798350], [-2.094085, 0.188511, -2.760498], [-3.614711, 1.193238, -2.899955], [-1.995811, -1.593586, -3.283655], [2.127478, 1.040468, -2.459735], [-0.578910, 0.941883, -3.207832], [3.103511, -0.394520, -3.025100], [2.637141, 2.785992, -2.562522], [-3.514382, 2.047734, -2.215538], [-4.504332, 0.626712, -2.583915], [-3.787543, 1.578050, -3.915333], [-1.588506, -1.679330, -4.301557], [-2.993497, -2.066786, -3.290333], [-1.344613, -2.202946, -2.643723], [2.274328, 3.213804, -3.508500], [3.730421, 2.892585, -2.492284], [2.148927, 3.347089, -1.749405], [-0.331348, 2.012859, -3.302034], [-0.000164, 0.196279, -3.766090], [3.888482, -0.638331, -2.296291], [3.540567, -0.206336, -4.017003], [2.449831, -1.283681, -3.115459], [-0.154896, 2.692483, 0.250723], [-1.000585, 3.603472, 1.866940], [-1.562990, 4.890308, 1.713835], [-2.167270, 5.541990, 2.806744], [-2.218512, 4.942282, 4.067905], [-1.633264, 3.683678, 4.223302], [-1.010897, 3.038276, 3.153572], [-1.538757, 5.373490, 0.742961], [-2.611899, 6.529320, 2.665104], [-2.702239, 5.443218, 4.905067], [-1.668357, 3.194037, 5.197518], [-0.537515, 2.078306, 3.322518]], "forces_ev_per_a": [[0.03, -0.30, 8.27], [1.49, -0.59, 0.31], [-0.11, 0.95, 0.53], [-0.38, 0.09, -0.83], [-0.05, 0.17, -0.95], [-0.85, -0.53, -0.48], [-0.42, 0.13, -0.19], [-0.11, 0.08, 0.37], [0.10, -0.37, -0.10], [-0.01, 0.34, -0.42], [-0.60, 0.26, 0.32], [0.29, 0.07, 0.06], [0.04, -0.25, 0.01], [0.01, 0.00, -0.27], [0.27, 0.18, 0.19], [0.10, 0.02, -0.27], [0.04, -0.08, 0.06], [-0.10, 0.03, 0.03], [0.57, 0.07, 0.00], [0.00, 0.27, -0.33], [-0.06, -0.39, -0.05], [-0.02, 0.00, 0.29], [0.24, -0.60, 0.00], [0.02, -0.06, -0.17], [0.02, 0.04, 0.04], [-0.12, -0.04, -0.05], [-2.78, -1.02, -2.54], [-1.43, 2.60, -3.33], [-0.32, -0.05, -0.09], [-0.08, 0.20, -0.03], [1.01, 0.13, -0.74], [1.22, -0.18, -1.60], [-0.04, 0.30, -0.16], [1.43, 0.40, -0.47], [0.23, -0.11, -0.27], [0.05, -0.05, 0.24], [-0.21, 0.26, 0.05], [-0.04, 0.08, 0.34], [-0.54, -0.29, -0.39], [0.57, -0.04, 0.18], [0.12, -0.39, 0.15], [0.15, -0.40, -0.05], [-0.35, -0.37, 0.22], [-0.24, 0.05, 0.31], [-0.08, 0.18, 0.19], [0.29, 0.23, -0.08], [0.01, -0.59, 3.01], [-0.32, 0.13, -0.11], [-0.11, -0.03, -0.51], [-0.74, -0.18, 0.42], [0.34, -0.87, -0.92], [0.61, 0.27, -0.44], [0.78, 0.22, -0.03], [0.09, -0.29, -0.11], [0.46, 0.00, -0.03], [0.07, -0.24, 0.33], [-0.29, 0.06, 0.56], [0.29, 0.35, 0.13], [-0.30, 0.52, 0.14], [0.34, -0.10, 0.34], [-0.33, 0.14, -0.05], [0.23, -0.44, -0.07], [-0.41, -0.89, -0.15], [-0.38, 0.73, 0.19], [-0.08, 0.18, -0.22], [0.16, -0.15, 0.36], [0.17, 0.58, 0.32], [-0.51, 0.56, -0.12], [-0.28, 0.38, 0.45], [0.11, -0.56, -0.04], [0.18, -0.26, -0.16], [0.24, -0.29, -0.58], [-0.07, 0.22, 0.02], [0.15, -0.27, -0.58], [-0.04, -0.01, 0.11], [0.20, -0.32, -0.07], [0.14, -0.14, -0.23], [0.13, 0.10, -0.29], [-0.17, 0.20, 0.02]]}

=====

Entry 2:
{"formula": "C29H47BN8V", "method": "the ωB97M-V functional and the def2-TZVPD basis", "multiplicity": 3, "orbital_gap_ev": [5.84, 6.91], "lumo_energy_ev": [-10.407, -9.334], "homo_energy_ev": [-16.24, -16.24], "fmax_ev_per_a": 0.75, "e_tot_ha": -2539.342414, "mol_weight_da": 569.51, "total_charge": 3, "elements": ["V", "C", "C", "C", "C", "C", "C", "C", "H", "H", "H", "H", "H", "H", "H", "H", "C", "C", "C", "C", "C", "C", "N", "N", "B", "N", "C", "C", "C", "N", "C", "C", "C", "N", "C", "C", "C", "N", "C", "C", "C", "H", "H", "H", "H", "H", "H", "H", "H", "H", "H", "H", "H", "H", "H", "H", "H", "H", "H", "H", "H", "H", "H", "H", "H", "H", "H", "H", "H", "N", "C", "C", "N", "C", "C", "H", "H", "H", "H", "H", "H", "H", "H", "H", "H", "H"], "positions_angstrom": [[-0.251269, 0.422183, -0.593477], [0.683212, -4.662766, 0.706546], [1.720625, -3.582611, 0.550490], [2.067511, -2.757696, 1.621169], [3.100919, -1.831118, 1.508007], [3.806490, -1.716760, 0.317077], [3.462242, -2.525276, -0.758443], [2.420191, -3.436918, -0.646197], [0.129242, -4.823679, -0.217513], [-0.014741, -4.443910, 1.516216], [1.167345, -5.610464, 0.949974], [1.568901, -2.905178, 2.574484], [3.395803, -1.234586, 2.365190], [4.648439, -1.039725, 0.241430], [4.032355, -2.471046, -1.677801], [2.177155, -4.082936, -1.482559], [2.827763, 3.916264, 0.423481], [1.786890, 2.840073, 0.757671], [2.225022, 1.502479, 0.140751], [0.435645, 3.261244, 0.239031], [-0.173685, 4.508610, 0.151035], [-1.312168, 4.306910, -0.620673], [-1.390548, 3.015994, -0.956045], [-0.336120, 2.369072, -0.404938], [-2.236197, 2.257270, -2.035970], [-1.189100, 1.593512, -2.997681], [-0.995470, 1.666972, -4.309504], [0.076239, 0.855046, -4.679460], [0.526292, 0.276878, -3.512495], [-0.250760, 0.724958, -2.483471], [1.670157, -0.650895, -3.246452], [2.994232, 0.037393, -3.590474], [1.503992, -1.956307, -4.027582], [-2.950883, 1.075392, -1.317553], [-4.211128, 0.648182, -1.312850], [-4.283722, -0.564519, -0.637200], [-2.984494, -0.854531, -0.255798], [-2.181388, 0.157178, -0.662732], [-2.417669, -2.073300, 0.411836], [-3.165973, -2.383234, 1.710006], [-2.486750, -3.261995, -0.554524], [3.817967, 3.601176, 0.750337], [2.859287, 4.097082, -0.651775], [2.597579, 4.857148, 0.920631], [1.761314, 2.747332, 1.851250], [2.244879, 1.576597, -0.951246], [3.230018, 1.229992, 0.458371], [1.637329, 0.603647, 0.447028], [0.176029, 5.446074, 0.549059], [-2.048735, 5.013259, -0.971243], [-3.001221, 2.974177, -2.592294], [-1.629495, 2.291088, -4.921516], [0.459115, 0.712866, -5.675886], [1.669473, -0.892456, -2.168561], [3.050044, 0.230331, -4.662495], [3.113188, 0.992974, -3.076606], [3.832596, -0.604438, -3.322968], [1.462334, -1.756018, -5.098775], [2.356282, -2.610616, -3.846041], [0.594201, -2.488021, -3.745931], [-4.986443, 1.220661, -1.798814], [-5.167752, -1.157388, -0.473776], [-1.357015, -1.867638, 0.647462], [-4.161617, -2.768417, 1.486926], [-2.641551, -3.148846, 2.282643], [-3.294625, -1.494679, 2.333370], [-3.507493, -3.389398, -0.915891], [-1.838772, -3.121138, -1.421085], [-2.194617, -4.180446, -0.047957], [-1.197980, 1.008364, 4.869390], [-1.442501, 2.128941, 3.889067], [-1.645878, 1.554183, 2.493961], [-0.525229, 0.703784, 2.064899], [-0.265104, -0.365202, 3.047430], [-0.011157, 0.176131, 4.446109], [-2.027934, 0.410749, 4.914183], [-1.058385, 1.382259, 5.811471], [-0.564993, 2.774985, 3.931918], [-2.307174, 2.699975, 4.222587], [-1.771856, 2.380725, 1.794961], [-2.560654, 0.955627, 2.458466], [0.309182, 1.287155, 2.026324], [0.589696, -0.958910, 2.728495], [-1.134875, -1.027786, 3.063741], [0.859645, 0.831226, 4.478024], [0.128300, -0.623269, 5.171756]], "forces_ev_per_a": [[0.18, 0.02, 0.66], [0.11, -0.02, -0.01], [-0.17, 0.01, 0.01], [0.03, 0.05, -0.04], [-0.06, 0.02, 0.01], [0.00, 0.03, 0.00], [-0.04, 0.01, -0.01], [0.03, 0.01, -0.04], [-0.02, 0.02, 0.01], [-0.02, 0.02, -0.03], [0.00, 0.01, 0.02], [0.04, -0.03, 0.01], [0.01, -0.04, 0.02], [0.00, -0.01, 0.00], [0.00, -0.01, 0.01], [0.02, -0.01, 0.01], [0.04, -0.01, 0.02], [0.00, -0.03, -0.01], [-0.14, 0.13, -0.18], [0.13, -0.03, -0.07], [-0.05, 0.03, 0.03], [0.01, 0.06, -0.05], [-0.11, 0.03, 0.02], [-0.15, 0.19, -0.09], [0.09, -0.23, 0.13], [0.09, -0.05, 0.21], [-0.08, 0.07, -0.08], [-0.02, 0.00, -0.08], [-0.09, 0.05, 0.18], [0.05, -0.10, -0.26], [-0.04, -0.01, -0.10], [0.02, 0.00, 0.00], [0.01, -0.03, 0.03], [0.21, 0.06, 0.04], [-0.09, 0.04, -0.03], [-0.08, 0.01, -0.01], [0.16, 0.05, -0.08], [-0.33, -0.05, 0.05], [-0.13, 0.07, -0.07], [0.04, -0.01, 0.00], [0.02, -0.03, 0.02], [-0.01, 0.01, 0.01], [0.01, -0.01, 0.01], [-0.01, -0.01, -0.01], [-0.01, -0.01, 0.01], [0.01, -0.03, 0.00], [-0.02, -0.05, 0.02], [0.04, 0.02, 0.15], [0.01, 0.00, -0.04], [0.02, -0.01, -0.02], [0.06, -0.02, -0.03], [0.01, -0.01, 0.01], [0.00, 0.02, 0.01], [0.01, 0.01, 0.02], [0.01, 0.00, 0.01], [-0.01, 0.00, 0.01], [0.00, 0.00, -0.01], [0.01, -0.01, 0.01], [-0.01, 0.00, 0.00], [0.00, 0.01, -0.01], [0.01, 0.00, 0.02], [0.01, 0.00, -0.01], [0.01, -0.03, 0.02], [-0.01, 0.02, 0.02], [-0.02, -0.02, -0.01], [0.01, -0.01, 0.01], [0.00, -0.02, 0.01], [-0.01, 0.01, 0.00], [0.02, 0.01, -0.01], [0.09, 0.01, -0.14], [0.00, 0.01, 0.02], [-0.12, -0.10, -0.06], [0.53, -0.17, -0.50], [-0.19, 0.02, 0.03], [-0.06, 0.00, 0.02], [-0.02, 0.01, 0.08], [0.01, 0.01, 0.01], [0.01, 0.00, 0.03], [-0.03, -0.04, 0.01], [0.00, -0.01, 0.00], [0.00, 0.00, -0.03], [-0.03, 0.07, 0.12], [0.02, 0.02, 0.00], [0.03, -0.04, -0.04], [-0.01, 0.02, 0.03], [-0.04, 0.00, 0.01]]}